A) This record from the OMol25 dataset describes the molecule C6H7ClS. The level of theory is ωB97M-V with the def2-TZVPD basis set.

Geometry as XYZ:
```
15
Properties=species:S:1:pos:R:3:nbo_charge:R:1
C -2.108 -0.911 0.458 -0.296
C -2.188 0.318 -0.041 -0.090
C -0.813 -1.167 0.918 -0.041
C -0.836 0.954 0.039 -0.270
C 0.039 0.078 1.110 -0.271
C 1.552 0.049 0.743 -0.611
S -0.175 -2.710 1.198 -0.031
Cl -0.925 2.612 0.496 -0.019
H -3.011 -1.498 0.422 0.245
H -2.952 0.885 -0.591 0.234
H -0.365 0.853 -0.955 0.226
H -0.220 0.349 2.161 0.251
H 1.686 -0.460 -0.199 0.218
H 2.188 -0.343 1.499 0.232
H 1.981 1.016 0.631 0.221
```

## Properties
* Kohn-Sham gap: 7.78 eV
* structure (SMILES): C[C@@H]1C(=S)C=C[C@H]1Cl
* E_HOMO: -8.53 eV
* total charge: 0



B) This record from the OMol25 dataset describes the molecule C6H7ClS. The level of theory is ωB97M-V with the def2-TZVPD basis set.

Geometry as XYZ:
```
15
Properties=species:S:1:pos:R:3:nbo_charge:R:1
C 0.488 0.694 0.455 -0.428
C 1.485 0.388 1.581 -0.171
C 1.585 -0.938 1.704 -0.237
C 0.662 -1.592 0.803 -0.203
C -0.028 -0.698 0.082 -0.024
C -1.057 -0.993 -0.912 -0.363
H -1.120 1.301 2.163 0.123
H 0.904 1.191 -0.382 0.268
H 1.844 1.177 2.261 0.229
H 2.289 -1.488 2.404 0.226
H 0.578 -2.694 0.685 0.220
H -1.213 -2.034 -0.990 0.221
H -2.046 -0.486 -0.723 0.236
S -0.711 1.874 1.016 0.004
Cl -0.509 -0.478 -2.586 -0.102
```

## Properties
* Kohn-Sham gap: 9.07 eV
* structure (SMILES): S[C@H]1C=CC=C1CCl
* E_HOMO: -8.67 eV
* total charge: 0



Which is the most stable structure? B) is the most stable.



A) This record from the OMol25 dataset describes the ion CH2O5P with charge -1. The level of theory is ωB97M-V with the def2-TZVPD basis set.

Geometry as XYZ:
```
9
Properties=species:S:1:pos:R:3:nbo_charge:R:1
C -0.696 -1.392 -0.158 0.658
O 1.502 0.821 1.493 -1.162
O 0.006 2.094 0.030 -0.990
O -0.067 -1.820 -1.078 -0.587
O -0.665 -0.278 0.469 -0.787
O 1.453 0.193 -0.972 -1.128
P 0.808 0.755 0.207 2.475
H -0.822 1.667 -0.235 0.483
H -1.520 -2.040 0.245 0.039
```

## Properties
* Kohn-Sham gap: 9.10 eV
* structure (SMILES): O=CO[P@@](=O)([O-])O
* E_HOMO: -5.18 eV
* total charge: -1



B) This record from the OMol25 dataset describes a structure of composition CH2O5P. The level of theory is ωB97M-V with the def2-TZVPD basis set.

Geometry as XYZ:
```
9
Properties=species:S:1:pos:R:3:nbo_charge:R:1
C 1.559 -0.055 0.066 0.944
O 1.227 -0.690 -0.997 -0.834
O 2.541 -0.123 0.804 -0.731
O -1.320 -0.981 -0.129 -1.049
O -1.749 1.350 -0.040 -1.023
O 0.595 0.854 0.382 -0.820
P -0.711 0.417 -0.779 1.519
H -0.534 -1.666 -0.188 0.516
H -1.609 0.895 0.880 0.479
```

## Properties
* Kohn-Sham gap: 8.67 eV
* E_HOMO: -4.66 eV
* total charge: -1



Which is the most stable structure? A) is the most stable.



A) This record from the OMol25 dataset describes the molecule C5H8N2O. The level of theory is ωB97M-V with the def2-TZVPD basis set.

Geometry as XYZ:
```
16
Properties=species:S:1:pos:R:3:nbo_charge:R:1
C -0.219 0.601 -1.626 -0.507
C -1.168 -0.357 -1.219 -0.145
C 0.594 0.046 -0.174 0.565
C -0.606 -1.061 0.720 0.040
C 1.354 1.590 1.343 -0.043
N 0.331 1.177 0.714 -0.477
N -0.317 -2.281 0.727 -0.591
O 1.647 -0.541 -0.386 -0.669
H -0.733 -2.783 1.514 0.347
H 0.469 0.341 -2.419 0.249
H -0.473 1.648 -1.537 0.239
H -2.100 -0.052 -0.756 0.224
H -1.109 -1.370 -1.592 0.241
H -1.238 -0.535 1.443 0.166
H 1.226 2.433 2.017 0.177
H 2.343 1.144 1.232 0.187
```

## Properties
* Kohn-Sham gap: 7.94 eV
* E_HOMO: -8.24 eV
* total charge: 0



B) This record from the OMol25 dataset describes a cluster of 2 separate species, C5H8N2O in total. The level of theory is ωB97M-V with the def2-TZVPD basis set.

Geometry as XYZ:
```
16
Properties=species:S:1:pos:R:3:nbo_charge:R:1
C -2.051 -0.388 -0.169 -0.628
C -0.445 -0.124 -0.288 -0.305
C 0.093 1.240 0.316 -0.039
C 2.029 0.799 -0.213 0.234
C 0.427 -0.144 0.885 -0.161
H -2.514 -1.367 -0.208 0.227
H -2.523 0.002 0.757 0.214
H -2.595 0.286 -0.854 0.225
H -0.114 -0.541 -1.336 0.260
H -0.859 1.797 0.821 0.223
H 2.859 0.774 -1.123 0.225
H 0.619 -1.661 -0.424 0.461
H 0.068 -0.610 1.790 0.236
N 1.103 1.770 -0.353 -0.436
N 1.909 -0.307 0.726 -0.141
O 1.994 -1.528 -0.326 -0.594
```

## Properties
* Kohn-Sham gap: 9.67 eV
* E_HOMO: -9.30 eV
* total charge: 0



Which is the most stable structure? A) is the most stable.



A) This record from the OMol25 dataset describes a cluster of 2 separate species, C2H8S2 in total. The level of theory is ωB97M-V with the def2-TZVPD basis set.

Geometry as XYZ:
```
12
Properties=species:S:1:pos:R:3:nbo_charge:R:1
C -2.587 -3.200 -0.022 -0.855
H -2.631 -2.206 0.428 0.216
H -1.716 -3.695 0.391 0.211
H -2.454 -3.145 -1.091 0.212
H -3.495 -3.645 0.358 0.215
C 2.355 0.247 0.275 -0.734
S 1.026 1.508 0.208 0.065
S -0.703 0.565 -0.335 -0.130
H 2.009 -0.675 -0.163 0.231
H 2.694 0.153 1.302 0.226
H 3.112 0.640 -0.389 0.224
H -0.335 -0.002 -1.497 0.118
```

## Properties
* Kohn-Sham gap: 9.27 eV
* structure (SMILES): CSS.C
* E_HOMO: -8.60 eV
* total charge: 0



B) This record from the OMol25 dataset describes a cluster of 2 separate species, C2H8S2 in total. The level of theory is ωB97M-V with the def2-TZVPD basis set.

Geometry as XYZ:
```
12
Properties=species:S:1:pos:R:3:nbo_charge:R:1
S -2.527 0.480 -0.283 -0.307
H -1.207 0.459 -0.051 0.144
H -2.567 1.783 0.027 0.145
C 1.394 -0.441 -1.316 -0.744
S 1.469 0.321 0.320 0.187
C 0.906 -1.077 1.313 -0.744
H 2.135 -1.230 -1.426 0.213
H 0.412 -0.894 -1.452 0.211
H 1.585 0.327 -2.062 0.234
H 0.718 -0.687 2.308 0.233
H 1.667 -1.854 1.367 0.215
H -0.012 -1.491 0.903 0.212
```

## Properties
* Kohn-Sham gap: 9.65 eV
* structure (SMILES): CSC.S
* E_HOMO: -8.77 eV
* total charge: 0



Which is the most stable structure? B) is the most stable.



A) This record from the OMol25 dataset describes a cluster of 2 separate species, C3H12N4 in total. The level of theory is ωB97M-V with the def2-TZVPD basis set.

Geometry as XYZ:
```
19
Properties=species:S:1:pos:R:3:nbo_charge:R:1
C -0.947 -0.315 0.344 0.369
C -1.095 -1.166 -0.796 -0.681
C -0.634 1.077 0.250 -0.707
N 2.002 0.736 -1.695 -0.063
N -1.046 -1.007 1.505 -0.213
N 3.057 1.392 -1.911 -0.225
N -1.286 -0.623 2.785 -0.626
H -1.871 -1.011 -1.549 0.303
H -1.392 -2.284 -0.476 0.248
H -0.166 -1.264 -1.219 0.215
H -0.652 1.637 1.165 0.271
H -1.181 1.502 -0.622 0.281
H 0.403 1.205 -0.029 0.257
H 1.983 -0.277 -1.803 0.401
H -1.053 -1.958 1.372 0.419
H 3.946 1.121 -2.294 0.443
H 3.090 2.350 -1.584 0.443
H -1.442 -1.380 3.435 0.423
H -1.717 0.265 3.123 0.439
```

## Properties
* Kohn-Sham gap: 5.77 eV
* E_HOMO: -16.67 eV
* total charge: +2



B) This record from the OMol25 dataset describes the ion C3H12N4 with charge +2. The level of theory is ωB97M-V with the def2-TZVPD basis set.

Geometry as XYZ:
```
19
Properties=species:S:1:pos:R:3:nbo_charge:R:1
C -1.115 0.239 -0.024 0.528
C 1.809 1.105 0.248 -0.450
C 0.067 -0.598 -0.541 0.070
N -1.522 1.273 -0.711 -0.678
N -0.214 -1.977 -0.324 -0.843
N -1.667 -0.140 1.099 -0.698
N 1.328 -0.295 0.269 -0.499
H 2.002 1.427 -0.774 0.249
H 1.087 1.772 0.713 0.239
H 2.745 1.180 0.802 0.279
H 0.306 -0.291 -1.577 0.230
H -1.109 1.551 -1.593 0.453
H -2.333 1.816 -0.424 0.452
H 0.394 -2.610 -0.833 0.423
H -1.167 -2.261 -0.508 0.421
H -1.386 -1.004 1.554 0.456
H -2.482 0.326 1.486 0.454
H 1.185 -0.609 1.241 0.454
H 2.073 -0.902 -0.105 0.460
```

## Properties
* Kohn-Sham gap: 11.23 eV
* structure (SMILES): C[NH2+][C@@H](N)C(N)=[NH2+]
* E_HOMO: -19.43 eV
* total charge: +2



Which is the most stable structure? B) is the most stable.



A) This record from the OMol25 dataset describes a cluster of 2 separate species, C3H12N4 in total. The level of theory is ωB97M-V with the def2-TZVPD basis set.

Geometry as XYZ:
```
19
Properties=species:S:1:pos:R:3:nbo_charge:R:1
C -0.599 0.362 0.652 -0.495
C 0.523 0.677 -0.015 0.517
C -1.764 -0.557 0.457 0.226
N 3.902 -0.248 0.209 -0.887
N -1.919 -1.480 -0.462 -0.802
N 1.587 1.185 -0.267 -0.680
N -2.950 0.628 -0.255 -0.803
H -0.663 1.078 1.469 0.295
H -2.303 -0.850 1.277 0.242
H 3.090 0.320 -0.044 0.451
H 3.635 -1.272 0.305 0.449
H -2.421 -2.373 -0.300 0.444
H -1.439 -1.484 -1.439 0.415
H 4.720 -0.420 -0.523 0.484
H 1.825 1.877 -1.060 0.462
H 4.174 -0.030 1.102 0.442
H -3.925 0.377 -0.334 0.429
H -2.767 1.385 0.382 0.413
H -2.707 0.823 -1.154 0.398
```

## Properties
* Kohn-Sham gap: 10.24 eV
* E_HOMO: -17.23 eV
* total charge: +2



B) This record from the OMol25 dataset describes a cluster of 2 separate species, C3H12N4 in total. The level of theory is ωB97M-V with the def2-TZVPD basis set.

Geometry as XYZ:
```
19
Properties=species:S:1:pos:R:3:nbo_charge:R:1
C -1.869 -0.634 -0.155 -0.012
C 0.782 0.538 -0.931 -0.336
C 1.343 -0.825 -0.447 -0.233
N -2.747 -1.048 0.656 -0.664
N -0.011 1.029 0.147 -0.036
N 2.138 -0.483 0.731 -0.685
N -0.654 2.077 0.063 -0.337
H -1.841 -1.186 -1.191 0.172
H 1.556 1.294 -1.136 0.262
H 0.130 0.426 -1.847 0.288
H 1.908 -1.251 -1.302 0.276
H 0.544 -1.480 -0.072 0.252
H -3.370 -1.885 0.518 0.424
H 2.428 -1.123 1.524 0.487
H 1.449 0.207 1.140 0.448
H 2.890 0.110 0.470 0.441
H -0.667 2.748 -0.675 0.418
H -1.158 2.228 0.923 0.422
H -2.850 -0.740 1.586 0.411
```

## Properties
* Kohn-Sham gap (alpha / beta): 7.26 / 7.27 eV
* E_HOMO (alpha / beta): -16.52 / -16.53 eV
* total charge: +2



Which is the most stable structure? A) is the most stable.



A) This record from the OMol25 dataset describes the molecule C6H5N3OS. The level of theory is ωB97M-V with the def2-TZVPD basis set.

Geometry as XYZ:
```
16
Properties=species:S:1:pos:R:3:nbo_charge:R:1
C 2.887 0.128 0.078 0.184
C 0.571 0.313 -0.093 0.294
C -0.751 0.036 -0.049 0.133
C -1.502 -1.087 -0.224 -0.209
C -2.902 -0.853 -0.015 -0.329
C -2.873 0.491 0.196 0.161
H 3.252 2.101 -0.207 0.438
H 1.597 -1.601 0.103 0.440
H -1.008 -2.177 -0.253 0.218
H -3.478 -1.591 -0.150 0.221
H -3.660 1.267 0.536 0.216
N 2.424 1.405 -0.124 -0.399
N 1.081 1.623 -0.185 -0.227
N 1.643 -0.558 0.054 -0.555
O -1.674 1.015 0.216 -0.363
S 4.394 -0.513 0.116 -0.224
```

## Properties
* Kohn-Sham gap: 7.97 eV
* structure (SMILES): S=c1[nH]nc(-c2ccco2)[nH]1
* E_HOMO: -7.84 eV
* total charge: 0



B) This record from the OMol25 dataset describes a cluster of 2 separate species, C6H5N3OS in total. The level of theory is ωB97M-V with the def2-TZVPD basis set.

Geometry as XYZ:
```
16
Properties=species:S:1:pos:R:3:nbo_charge:R:1
C -1.707 2.115 0.747 0.041
C -0.039 -1.970 -0.541 -0.383
C -0.584 -0.710 -0.363 0.007
C 1.628 -0.271 0.071 0.075
C -1.953 -0.524 -0.470 0.153
C 2.736 0.649 0.318 -0.658
N 0.417 0.251 -0.105 -0.459
N -2.633 2.565 1.255 -0.329
N -3.086 -0.730 -0.705 0.240
O -4.256 -0.685 -0.997 -0.376
S 1.658 -1.982 -0.190 0.447
H -0.495 -2.977 -0.676 0.259
H 3.584 0.523 -0.394 0.240
H 2.449 1.758 0.477 0.257
H 3.074 0.308 1.225 0.232
H -0.791 1.680 0.347 0.253
```

## Properties
* Kohn-Sham gap: 8.95 eV
* E_HOMO: -9.10 eV
* total charge: 0



Which is the most stable structure? A) is the most stable.